Formula: C34H54O27
Source: the OMol25 dataset
Level of theory: ωB97M-V/def2-TZVPD

Computed properties:
HOMO-LUMO gap = 9.7516 eV
Net charge = 0
SMILES = C[C@H]1COC(=O)O1.C[C@H]1COC(=O)O1.C[C@H]1COC(=O)O1.C[C@H]1COC(=O)O1.C[C@H]1COC(=O)O1.C[C@H]1COC(=O)O1.C[C@H]1COC(=O)O1.COC(=O)OC.COC(=O)OC
Spin multiplicity = 1
Relative energy (zero: lowest compared OMol25 entry of this formula, charge and spin) = 229.0 kcal per mole
HOMO level = -9.6 eV

CARTESIAN COORDINATES (ANGSTROEM)
C (3.83228, -1.88618, 3.94091)
C (2.92302, -0.76013, 3.24170)
C (3.67508, -0.18992, 1.95147)
O (2.97239, -0.66365, 0.87584)
C (1.91461, -1.28382, 1.29072)
O (1.00684, -1.66876, 0.62202)
O (1.80562, -1.27749, 2.64386)
H (4.74000, -1.40681, 4.27507)
H (3.96678, -2.70075, 3.23612)
H (3.25820, -2.33456, 4.74866)
H (2.60085, -0.06174, 3.94004)
H (4.66703, -0.55295, 1.97200)
H (3.71260, 0.87132, 1.95484)
C (-4.90306, 2.11600, 2.42305)
C (-4.16172, 2.43036, 3.72663)
C (-5.14052, 2.56104, 4.96913)
O (-4.57870, 1.64281, 5.85078)
C (-3.48892, 1.01360, 5.35672)
O (-2.79452, 0.22949, 5.93028)
O (-3.28100, 1.43135, 4.09831)
H (-5.41837, 1.18668, 2.45864)
H (-4.28874, 2.05150, 1.49152)
H (-5.73184, 2.90675, 2.31794)
H (-3.70554, 3.36768, 3.54523)
H (-6.09995, 2.06855, 4.69606)
H (-5.35027, 3.52179, 5.52492)
C (0.27447, -5.29377, 0.90303)
C (1.66523, -4.97761, 0.74891)
C (2.45019, -6.27442, 0.77425)
O (3.23012, -6.16766, -0.39716)
C (2.73599, -5.32213, -1.14990)
O (3.17435, -4.98455, -2.28479)
O (1.71732, -4.65321, -0.60461)
H (-0.02397, -6.18447, 0.39323)
H (-0.28736, -4.56257, 0.35125)
H (-0.05356, -5.33963, 1.91148)
H (2.10763, -4.17576, 1.45486)
H (1.81352, -7.16035, 0.66568)
H (2.99277, -6.27743, 1.73778)
C (2.90859, -2.32437, -6.67447)
C (3.09146, -1.46289, -5.46456)
C (1.75095, -1.02752, -4.78157)
O (1.95901, -1.19182, -3.41630)
C (3.18560, -1.78072, -3.24310)
O (3.61060, -2.02335, -2.09942)
O (3.81181, -2.01579, -4.40118)
H (2.15498, -1.85147, -7.23972)
H (2.42273, -3.26220, -6.37392)
H (3.81480, -2.50687, -7.14296)
H (3.57218, -0.48833, -5.75514)
H (0.88900, -1.57524, -5.17186)
H (1.59765, 0.04761, -4.78214)
C (-0.57563, -2.85042, -2.43571)
C (-0.71056, -1.38466, -1.96608)
C (-1.10441, -0.22068, -2.92521)
O (-1.92410, 0.56041, -2.14664)
C (-2.29840, -0.01818, -1.06153)
O (-3.04079, 0.40205, -0.24959)
O (-1.74960, -1.23745, -1.08313)
H (-1.61435, -3.26758, -2.62446)
H (-0.14952, -3.50252, -1.65218)
H (0.04521, -2.91800, -3.38318)
H (0.21392, -1.09428, -1.51787)
H (-1.62427, -0.74505, -3.80129)
H (-0.33837, 0.40649, -3.34650)
C (-1.16409, -2.57092, 2.26845)
C (-1.95222, -2.03035, 3.42619)
C (-3.43856, -1.77742, 3.14699)
O (-4.05987, -2.09941, 4.32881)
C (-3.26757, -2.84602, 4.99885)
O (-3.67067, -3.39035, 6.08576)
O (-2.10329, -2.80035, 4.54972)
H (-1.54557, -3.58949, 2.04274)
H (-0.07176, -2.69577, 2.54242)
H (-1.15632, -1.90723, 1.35427)
H (-1.49005, -1.14351, 3.85019)
H (-3.71851, -2.54478, 2.27576)
H (-3.55654, -0.69124, 2.83445)
C (-3.36162, 4.11148, -2.41952)
C (-2.77859, 5.58061, -2.39218)
C (-2.44066, 6.09691, -3.81481)
O (-3.44326, 6.99990, -4.15082)
C (-4.21759, 7.21523, -3.07161)
O (-5.14755, 7.98680, -3.11498)
O (-3.90847, 6.37776, -2.02260)
H (-2.66622, 3.30327, -2.37483)
H (-4.04286, 3.92403, -3.13284)
H (-3.93593, 3.92822, -1.48687)
H (-1.95016, 5.67985, -1.62268)
H (-2.53144, 5.23293, -4.48566)
H (-1.43563, 6.65458, -3.84663)
C (-0.95098, 1.32591, 1.93208)
O (-0.31624, 1.52525, 3.13651)
C (0.88904, 2.17113, 3.17347)
O (1.65553, 2.40869, 1.90704)
O (1.51214, 2.28093, 4.39100)
C (2.82183, 2.75063, 4.49517)
H (-0.68308, 1.85830, 1.01748)
H (-2.04184, 1.54598, 1.98108)
H (-0.83280, 0.32128, 1.62795)
H (3.36856, 2.30078, 3.68309)
H (3.24074, 2.47783, 5.49814)
H (2.80086, 3.79319, 4.34907)
C (4.49967, 2.93350, -5.23100)
O (3.57130, 2.07335, -4.54329)
C (3.18927, 2.27578, -3.25825)
O (3.55330, 3.44352, -2.55297)
O (2.33069, 1.37505, -2.78293)
C (1.70184, 1.65237, -1.57992)
H (4.25801, 3.90705, -5.67848)
H (4.96093, 2.45857, -6.02823)
H (5.36577, 3.08622, -4.64018)
H (0.78792, 2.34402, -1.69472)
H (2.19852, 2.05172, -0.68782)
H (1.34666, 0.72846, -1.12957)